Entry 1:
This record from the OMol25 dataset describes a 2-piece molecular cluster, C2H7NO3 overall in a non-equilibrium geometry. The level of theory is the ωB97M-V functional and the def2-TZVPD basis.

Results
- lowest unoccupied orbital energy (eV) = 0.6
- ΔE to the lowest compared entry with this formula, charge and spin (kJ/mol) = 170.1
- HOMO-LUMO gap (hartree) = 0.296
- electronic energy (a.u.) = -360.84887
- highest occupied orbital energy (eV) = -7.4

The geometry in ORCA input format:
```
! wB97M-V def2-TZVPD RIJCOSX def2/J DEFGRID3
* xyz 0 1
O 0.738 -1.031 1.763
O -0.959 -0.027 -1.289
O 1.728 1.094 -1.652
N -1.663 0.224 0.877
C 0.399 -0.899 0.442
C -0.705 -0.261 0.031
H -0.116 -0.135 -1.777
H 0.123 -0.446 2.249
H 1.147 -1.327 -0.210
H 2.537 1.045 -1.114
H 1.195 1.750 -1.168
H -1.960 -0.493 1.536
H -2.465 0.505 0.312
*
```

---

Entry 2:
This record from the OMol25 dataset describes C28H27AsNO4S5SiTc as an isolated structure in a non-equilibrium geometry. The level of theory is the ωB97M-V functional and the def2-TZVPD basis.

Results
- lowest unoccupied orbital energy (alpha / beta) (eV) = -8.5 / -8.5
- HOMO-LUMO gap (alpha / beta) (hartree) = 0.159 / 0.158
- electronic energy (a.u.) = -6035.17408
- highest occupied orbital energy (alpha / beta) (eV) = -12.8 / -12.8

The geometry in ORCA input format:
```
! wB97M-V def2-TZVPD RIJCOSX def2/J DEFGRID3
* xyz 2 1
Tc -0.064 -0.005 -1.045
As -1.451 2.571 -2.765
S -2.672 4.027 -1.875
S 1.360 -2.798 -1.897
S 0.447 2.193 -1.491
S -1.980 0.322 -2.114
S -1.158 2.893 -4.806
Si -1.103 0.385 1.193
O 1.473 -0.363 0.028
O 0.222 -2.126 -1.233
O 1.802 0.162 2.189
O 1.078 -4.135 -2.254
N 2.617 -2.909 -0.815
C -2.938 -3.831 2.202
C 0.487 0.871 2.311
C -3.426 1.968 0.701
C -2.203 -1.654 2.917
C 1.851 1.184 -6.395
C -2.334 1.785 1.557
C -1.831 -1.324 1.608
C 1.499 2.753 3.502
C -4.352 3.625 2.164
C -4.415 2.889 0.991
C -2.094 -2.261 0.600
C 2.101 -0.594 1.050
C -3.289 3.443 3.037
C 2.914 -1.196 -3.643
C -2.625 -3.502 0.894
C 0.750 2.306 2.476
C -2.290 2.535 2.739
C 0.908 -0.014 3.439
C 3.602 -1.975 -0.322
C 1.686 -1.708 -3.263
C 0.524 -1.363 -3.947
C 3.296 -1.485 1.114
C -2.747 -2.893 3.206
C 2.958 -0.291 -4.693
C 1.844 1.893 4.595
C 0.580 -0.433 -4.967
C 1.484 0.587 4.616
C 1.797 0.136 -5.341
H -5.127 4.337 2.405
H 3.824 -1.504 -3.149
H 2.313 2.336 5.456
H 3.638 -1.105 -0.982
H 2.273 2.099 -5.981
H 1.738 3.801 3.575
H -3.339 -4.805 2.431
H -2.088 -0.923 3.704
H -1.892 -2.028 -0.434
H -3.022 -3.131 4.221
H 4.151 -0.942 1.528
H 2.496 0.872 -7.214
H 3.094 -2.340 1.768
H 2.783 -3.879 -0.606
H -0.322 -0.159 -5.494
H -5.245 3.025 0.316
H -2.791 -4.210 0.097
H 1.615 -0.024 5.491
H -3.246 4.002 3.958
H 0.507 -1.019 3.503
H -3.495 1.371 -0.201
H 0.339 2.970 1.733
H 3.912 0.090 -5.019
H -1.471 2.401 3.431
H 4.586 -2.453 -0.326
H -0.404 -1.855 -3.688
H 0.863 1.406 -6.786
*
```

---

Entry 3:
This record from the OMol25 dataset describes one molecule with the formula C3H2OS in a non-equilibrium geometry. The level of theory is the ωB97M-V functional and the def2-TZVPD basis.

Results
- lowest unoccupied orbital energy (eV) = -0.5
- ΔE to the lowest compared entry with this formula, charge and spin (kJ/mol) = 72.0
- HOMO-LUMO gap (hartree) = 0.322
- electronic energy (a.u.) = -588.85538
- highest occupied orbital energy (eV) = -9.3

The geometry in ORCA input format:
```
! wB97M-V def2-TZVPD RIJCOSX def2/J DEFGRID3
* xyz 0 1
S 1.918 -0.937 -0.031
O 0.857 1.414 -0.040
C -0.666 -0.367 -0.116
C 0.670 0.091 -0.080
C -1.805 -0.620 -0.014
H -2.765 -1.031 0.137
H 1.792 1.450 0.145
*
```

---

Entry 4:
This record from the OMol25 dataset describes C4H5KLi2O2 as an isolated structure in a non-equilibrium geometry. The level of theory is the ωB97M-V functional and the def2-TZVPD basis.

Results
- lowest unoccupied orbital energy (alpha / beta) (eV) = -1.1 / -1.1
- ΔE to the lowest compared entry with this formula, charge and spin (kJ/mol) = 0.0
- HOMO-LUMO gap (alpha / beta) (hartree) = 0.152 / 0.152
- electronic energy (a.u.) = -920.74950
- highest occupied orbital energy (alpha / beta) (eV) = -5.2 / -5.2

The geometry in ORCA input format:
```
! wB97M-V def2-TZVPD RIJCOSX def2/J DEFGRID3
* xyz 0 1
K 0.207 -0.425 3.193
O 2.290 1.455 2.851
O 0.540 -0.295 0.579
C 0.894 3.170 1.876
C 2.180 0.869 -0.689
C 2.118 2.633 2.257
C 0.860 0.726 -0.280
Li 3.247 -0.048 2.438
Li 1.766 -1.705 0.310
H 3.025 3.238 2.075
H 0.060 3.007 2.566
H 0.754 4.103 1.326
H 2.582 0.826 -1.710
H -0.013 1.269 -0.686
*
```

---

Entry 5:
This record from the OMol25 dataset describes one molecule with the formula C5H9NO in a non-equilibrium geometry. The level of theory is the ωB97M-V functional and the def2-TZVPD basis.

Results
- lowest unoccupied orbital energy (eV) = 1.0
- ΔE to the lowest compared entry with this formula, charge and spin (kJ/mol) = 216.7
- HOMO-LUMO gap (hartree) = 0.383
- electronic energy (a.u.) = -325.85501
- highest occupied orbital energy (eV) = -9.4

The geometry in ORCA input format:
```
! wB97M-V def2-TZVPD RIJCOSX def2/J DEFGRID3
* xyz 0 1
O 0.986 -1.989 1.028
N 0.266 0.506 2.266
C -0.277 0.077 0.983
C -0.729 0.360 -2.343
C -0.077 -1.449 0.879
C 0.198 -0.047 -1.486
C 0.434 0.737 -0.211
H 1.492 0.777 0.005
H -1.081 -0.209 -3.188
H -1.155 1.363 -2.305
H 0.835 1.332 2.172
H 0.722 -0.963 -1.741
H -0.961 -2.070 0.647
H -1.366 0.133 0.985
H -0.064 1.687 -0.400
H 0.776 -0.245 2.710
*
```

---

Entry 6:
This record from the OMol25 dataset describes C48H54BrN8O7RbSSb as an isolated structure. The level of theory is the ωB97M-V functional and the def2-TZVPD basis.

Results
- lowest unoccupied orbital energy (eV) = 1.4
- ΔE to the lowest compared entry with this formula, charge and spin (kJ/mol) = 44.5
- HOMO-LUMO gap (hartree) = 0.248
- electronic energy (a.u.) = -6062.77436
- highest occupied orbital energy (eV) = -5.4

The geometry in ORCA input format:
```
! wB97M-V def2-TZVPD RIJCOSX def2/J DEFGRID3
* xyz -1 1
Sb 2.060 -0.070 -2.799
Rb 0.079 2.124 -0.762
Br -1.603 -0.018 -3.271
S 2.332 -5.647 5.514
O -0.959 -0.673 5.015
O 2.257 2.328 0.782
O 1.181 -4.761 5.571
O 2.497 -6.496 6.666
O -1.167 4.605 -0.052
O 1.750 -7.257 4.229
O -0.038 4.316 -2.233
N -0.132 -1.225 1.017
N 1.056 -5.727 2.716
N 3.688 -2.945 1.488
N 0.717 -8.061 2.372
N 3.117 -2.575 -0.894
N -0.779 1.031 3.006
N -2.126 2.984 -3.300
N -2.201 4.290 -3.160
C -0.452 -2.090 0.053
C -3.190 2.328 -3.583
C -1.574 5.786 -0.443
C 3.831 -4.286 2.032
C -2.852 2.121 6.462
C 2.151 4.082 4.496
C -2.410 8.352 -1.334
C -0.306 -3.463 0.170
C 3.783 -1.810 2.391
C -3.214 0.879 -3.720
C 0.074 -7.753 1.265
C 0.363 -5.455 1.623
C -5.868 -1.681 -3.954
C 2.247 2.831 1.923
C 3.187 4.380 3.556
C -3.649 -2.129 -4.742
C 0.335 -1.751 2.153
C 3.250 3.789 2.341
C 3.377 -2.756 0.221
C 1.773 1.426 -4.349
C 1.180 -7.016 3.118
C 0.180 -3.996 1.358
C -3.981 -3.467 -4.889
C 1.439 -1.743 -5.417
C 1.207 2.515 2.906
C -2.489 7.997 0.009
C 1.523 -1.851 -3.900
C -1.912 7.417 -2.235
C -0.172 -6.454 0.824
C 2.834 1.610 -5.427
C 1.191 3.183 4.174
C 0.354 1.498 2.505
C -2.266 0.862 6.377
C -6.197 -3.018 -4.094
C -4.585 -1.215 -4.255
C -1.024 5.116 -2.798
C -2.767 3.026 5.419
C 4.794 -1.012 -4.071
C -2.079 6.751 0.451
C -1.512 6.160 -1.819
C 0.489 -3.100 2.378
C 4.205 -0.242 -2.896
C -1.004 -1.650 6.055
C -4.319 0.219 -4.077
C -5.250 -3.921 -4.559
C -1.571 0.511 5.226
C -2.084 2.674 4.261
C -1.483 1.435 4.173
H 1.095 -2.682 -5.862
H -1.999 3.359 3.426
H -0.625 5.581 -3.706
H 3.730 -5.009 1.227
H -0.557 -4.096 -0.671
H -0.291 -8.594 0.679
H -3.389 2.389 7.363
H -4.149 2.828 -3.741
H 1.626 2.368 -3.811
H -0.835 -1.662 -0.867
H -2.720 9.333 -1.668
H 3.052 -4.495 2.769
H 4.591 0.780 -2.852
H 0.424 2.943 4.896
H -0.550 -1.257 6.967
H 0.832 -3.479 3.333
H 0.569 -2.186 -3.486
H 5.881 -1.088 -3.982
H 0.595 -1.059 2.946
H 2.148 4.569 5.461
H 2.410 -1.511 -5.855
H -2.870 8.711 0.731
H -0.346 4.366 -1.253
H 0.799 1.208 -4.795
H -6.610 -0.979 -3.592
H -2.349 0.168 7.200
H -1.112 0.187 2.548
H 2.253 -2.602 -3.592
H -5.189 0.857 -4.218
H 3.821 1.791 -4.996
H 3.539 -0.893 1.858
H -2.035 -1.950 6.255
H 4.576 -0.540 -5.029
H -3.233 3.999 5.498
H 4.813 -4.396 2.496
H 0.662 0.925 1.635
H 2.916 0.735 -6.073
H -0.746 -6.259 -0.069
H 3.091 -1.937 3.227
H -2.127 6.484 1.500
H 4.796 -1.727 2.792
H 3.943 5.107 3.831
H 2.598 2.466 -6.065
H -7.194 -3.356 -3.842
H -3.240 -4.160 -5.269
H 0.745 -0.961 -5.731
H 4.029 4.025 1.628
H -0.432 -2.505 5.708
H -1.829 7.673 -3.288
H 4.477 -0.729 -1.961
H 4.406 -2.031 -4.109
H -5.501 -4.968 -4.669
H -2.663 -1.792 -5.026
H -3.110 4.737 -3.156
*
```